1.
The following is a DFT calculation (the ωB97M-V functional and the def2-TZVPD basis) of a cluster of 8 separate species, H14O6S2 in total.

Each line ends with the Mulliken charge.
CARTESIAN COORDINATES (ANGSTROEM)
S1 1.02 -1.22 2.75  -0.40
S2 -3.11 0.77 -1.12  -0.32
O1 -0.41 -2.42 0.43  -0.59
O2 -0.73 1.92 2.12  -0.54
O3 1.81 0.93 -1.68  -0.72
O4 3.15 -1.11 -0.20  -0.61
O5 -0.50 2.52 -0.89  -0.57
O6 -0.89 -1.17 -1.87  -0.51
H1 2.78 -1.07 0.66  0.24
H2 -1.45 2.26 -0.76  0.27
H3 0.14 -1.97 1.21  0.24
H4 -0.47 -1.80 -1.20  0.46
H5 2.65 -0.43 -0.74  0.42
H6 1.23 1.67 -1.51  0.35
H7 -0.19 -3.34 0.51  0.32
H8 0.01 -1.65 3.57  0.19
H9 -0.02 1.44 2.55  0.30
H10 -2.94 0.93 -2.46  0.25
H11 -1.75 -0.78 -1.37  0.26
H12 -0.11 2.87 -0.04  0.34
H13 -1.46 1.36 2.28  0.28
H14 1.23 0.29 -2.23  0.34

Results
- Orbital gap: 2.68 eV
- LUMO level: -6.5 eV



2.
The following is a DFT calculation (the ωB97M-V functional and the def2-TZVPD basis) of a cluster of 7 separate species, H14O6S2 in total.

Each line ends with the Mulliken charge.
CARTESIAN COORDINATES (ANGSTROEM)
S1 3.26 1.46 0.51  -0.18
S2 4.69 0.91 -0.66  -0.15
O1 -4.23 1.61 -0.83  -0.57
O2 0.67 3.65 -1.10  -0.62
O3 -1.74 -2.91 1.81  -0.65
O4 0.30 -1.07 2.30  -0.61
O5 -1.23 -0.15 -1.19  -0.55
O6 0.75 -2.79 -0.75  -0.64
H1 4.74 -0.42 -0.49  0.15
H2 1.36 4.29 -1.40  0.32
H3 2.00 1.36 -0.09  0.16
H4 -4.15 2.22 -1.42  0.26
H5 -2.23 -3.17 2.57  0.29
H6 0.65 -0.18 2.27  0.29
H7 0.38 3.92 -0.26  0.31
H8 -3.77 0.88 -1.07  0.29
H9 -0.03 -2.65 -0.18  0.33
H10 -0.62 -0.36 -0.56  0.27
H11 -1.51 -1.88 2.04  0.35
H12 1.11 -1.65 2.16  0.33
H13 -0.71 -0.19 -2.03  0.32
H14 0.33 -2.89 -1.62  0.31

Results
- Structure (SMILES): SS.O.O.O.O.O.O
- Orbital gap: 9.69 eV
- LUMO level: 0.1 eV



3.
The following is a DFT calculation (the ωB97M-V functional and the def2-TZVPD basis) of a cluster of 7 separate species, H14O6S2 in total.

Each line ends with the Mulliken charge.
CARTESIAN COORDINATES (ANGSTROEM)
S1 0.74 -3.44 0.24  -0.15
S2 -0.65 -2.54 -1.00  -0.19
O1 -0.24 1.45 2.06  -0.70
O2 3.34 3.06 0.65  -0.61
O3 -2.32 1.54 0.33  -0.65
O4 1.28 1.89 -1.66  -0.63
O5 -0.09 4.09 -2.37  -0.68
O6 -2.15 -2.02 2.64  -0.62
H1 -3.02 -2.00 3.05  0.31
H2 -0.33 -1.25 -1.15  0.16
H3 -2.42 -1.84 1.69  0.33
H4 0.51 4.81 -2.15  0.33
H5 -1.82 2.03 0.99  0.37
H6 2.00 1.70 -2.26  0.29
H7 0.84 2.71 -1.95  0.39
H8 0.48 1.41 1.40  0.32
H9 3.44 2.12 0.46  0.30
H10 -0.66 0.58 1.91  0.36
H11 2.92 3.53 -0.07  0.30
H12 0.50 -4.75 0.12  0.16
H13 -0.47 4.44 -3.20  0.32
H14 -1.88 1.83 -0.48  0.29

Results
- Structure (SMILES): SS.O.O.O.O.O.O
- Orbital gap: 8.34 eV
- LUMO level: -0.1 eV



Which of them is the most stable? Correct choice: 3.



1.
The following is a DFT calculation (the ωB97M-V functional and the def2-TZVPD basis) of a cluster of 2 separate species, C2H4OS in total.

Each line ends with the Mulliken charge.
CARTESIAN COORDINATES (ANGSTROEM)
S1 2.77 -0.05 0.58  -0.03
O1 1.74 1.29 0.95  -0.29
C1 -0.07 0.15 -0.48  -0.90
C2 1.01 0.12 0.65  0.12
H1 -0.65 -0.71 -0.58  0.33
H2 0.39 0.38 -1.46  0.29
H3 -0.71 1.06 -0.30  0.25
H4 0.43 -0.43 2.08  0.22

Results
- Orbital gap: 9.09 eV
- LUMO level: 0.0 eV



2.
The following is a DFT calculation (the ωB97M-V functional and the def2-TZVPD basis) of an isolated molecule of C2H4OS.

Each line ends with the Mulliken charge.
CARTESIAN COORDINATES (ANGSTROEM)
S1 -1.81 0.01 -0.54  -0.22
O1 0.96 0.05 -1.39  -0.44
C1 1.01 0.13 -0.21  0.15
C2 -0.29 0.26 0.62  -0.60
H1 -1.08 -0.86 -1.38  0.14
H2 -0.39 1.18 1.20  0.38
H3 1.81 0.01 0.50  0.34
H4 -0.21 -0.78 1.20  0.25

Results
- Structure (SMILES): O=CCS
- Orbital gap: 9.96 eV
- LUMO level: 0.8 eV



Which of them is the most stable? Correct choice: 2.



1.
The following is a DFT calculation (the ωB97M-V functional and the def2-TZVPD basis) of an isolated molecule of C2H4OS.

Each line ends with the Mulliken charge.
CARTESIAN COORDINATES (ANGSTROEM)
S1 -0.70 -1.20 1.17  -0.21
O1 0.53 1.84 0.50  -0.46
C1 0.62 0.85 -0.20  0.23
C2 -0.11 -0.48 -0.37  -0.52
H1 1.42 0.70 -0.93  0.24
H2 -1.45 -0.13 1.57  0.14
H3 -1.03 -0.49 -0.99  0.31
H4 0.72 -1.11 -0.76  0.27

Results
- Structure (SMILES): O=CCS
- Orbital gap: 9.90 eV
- LUMO level: 0.6 eV



2.
The following is a DFT calculation (the ωB97M-V functional and the def2-TZVPD basis) of a structure of composition C2H4OS.

Each line ends with the Mulliken charge.
CARTESIAN COORDINATES (ANGSTROEM)
S1 -2.04 0.25 -0.08  -0.15
O1 0.57 1.54 -0.06  -0.48
C1 0.69 0.24 -0.01  -0.43
C2 -0.57 0.22 0.71  0.05
H1 1.60 -0.12 0.48  0.25
H2 0.84 -0.21 -0.99  0.27
H3 -0.45 0.47 1.70  0.34
H4 -1.72 0.35 -1.34  0.16

Results
- Orbital gap: 8.95 eV
- LUMO level: -0.1 eV



3.
The following is a DFT calculation (the ωB97M-V functional and the def2-TZVPD basis) of an isolated molecule of C2H4OS.

Each line ends with the Mulliken charge.
CARTESIAN COORDINATES (ANGSTROEM)
S1 -2.13 0.49 -0.01  -0.06
O1 -1.36 -0.99 -0.18  -0.31
C1 -0.50 -0.06 0.36  0.13
C2 0.89 0.06 -0.32  -0.94
H1 0.77 -0.10 -1.33  0.32
H2 -0.52 -0.02 1.48  0.31
H3 1.20 1.15 -0.12  0.26
H4 1.66 -0.53 0.13  0.29

Results
- Structure (SMILES): C[C@@H]1OS1
- Orbital gap: 9.24 eV
- LUMO level: 0.4 eV



Which of them is the most stable? Correct choice: 1.



1.
The following is a DFT calculation (the ωB97M-V functional and the def2-TZVPD basis) of an isolated molecule of C2H4OS.

Each line ends with the Mulliken charge.
CARTESIAN COORDINATES (ANGSTROEM)
S1 2.34 -1.39 0.75  -0.21
O1 -0.25 -0.68 0.36  -0.28
C1 -1.08 0.29 -0.27  -0.48
C2 1.18 -0.33 0.41  -0.03
H1 -2.15 0.12 0.01  0.21
H2 -0.58 1.16 0.07  0.28
H3 1.53 0.60 0.03  0.28
H4 -1.00 0.22 -1.37  0.24

Results
- Structure (SMILES): COC=S
- Orbital gap: 9.10 eV
- LUMO level: 0.0 eV



2.
The following is a DFT calculation (the ωB97M-V functional and the def2-TZVPD basis) of an isolated molecule of C2H4OS.

Each line ends with the Mulliken charge.
CARTESIAN COORDINATES (ANGSTROEM)
S1 -0.69 -0.78 1.44  -0.21
O1 -0.25 0.47 -1.91  -0.46
C1 0.05 0.66 -0.68  0.27
C2 0.49 -0.57 0.06  -0.38
H1 -0.79 1.25 -0.07  0.00
H2 -0.89 0.82 1.62  0.17
H3 1.64 -0.64 0.24  0.29
H4 0.43 -1.20 -0.70  0.32

Results
- Structure (SMILES): O=CCS
- Orbital gap: 9.47 eV
- LUMO level: -0.3 eV



Which of them is the most stable? Correct choice: 1.